## one
C3H3NS2 | the ωB97M-V functional and the def2-TZVPD basis

```
9
Properties=species:S:1:pos:R:3:nbo_charge:R:1
C 0.95 -1.21 1.24 -0.676
C 0.28 -0.53 0.43 0.434
C 1.10 -2.12 -2.34 -0.353
N -0.32 0.01 -0.47 -0.663
S -0.41 -2.26 -2.80 0.183
S 2.53 -1.78 -1.88 0.173
H 0.38 -1.69 2.05 0.259
H 1.93 -1.32 0.84 0.257
H -0.44 1.01 -0.53 0.385
```


## two
C3H3NS2 | the ωB97M-V functional and the def2-TZVPD basis

```
9
Properties=species:S:1:pos:R:3:nbo_charge:R:1
C -1.03 0.61 1.09 -0.686
S 0.75 -0.10 1.29 0.442
C 1.06 -0.53 -0.33 -0.318
S 2.94 -1.15 -1.13 -0.050
C 0.38 -0.41 -1.49 0.125
N -0.23 -0.26 -2.47 -0.237
H -1.30 1.08 1.97 0.232
H -1.50 -0.40 1.00 0.234
H -1.07 1.17 0.07 0.258
```

Results
SMILES: CSC(=S)C#N


Structures ranked by computed energy, the most stable listed first: one, two.


## one
C3H7NO2S | the ωB97M-V functional and the def2-TZVPD basis

```
14
Properties=species:S:1:pos:R:3:nbo_charge:R:1
N -0.87 0.88 1.08 -0.821
C 0.12 0.06 0.43 -0.168
C 0.27 0.35 -1.05 -0.511
S 0.85 2.07 -1.25 -0.061
C -0.29 -1.40 0.58 0.793
O -1.32 -1.86 0.14 -0.594
O 0.57 -2.09 1.33 -0.676
H -1.57 1.22 0.44 0.371
H -0.46 1.66 1.57 0.375
H 1.08 0.19 0.96 0.219
H -0.70 0.25 -1.52 0.222
H 0.96 -0.32 -1.56 0.225
H 1.12 1.99 -2.56 0.130
H 0.24 -3.00 1.42 0.496
```

Results
SMILES: N[C@H](CS)C(=O)O


## two
C3H7NO2S | the ωB97M-V functional and the def2-TZVPD basis

```
14
Properties=species:S:1:pos:R:3:nbo_charge:R:1
C 1.87 0.44 -0.62 -0.288
C 0.10 0.92 1.02 -0.480
C -1.03 -1.63 -0.18 -0.864
N 1.29 1.09 0.44 -0.388
O -1.08 0.81 -1.28 -0.952
O -2.49 0.22 0.64 -0.947
S -1.23 0.16 0.00 2.130
H 2.70 1.00 -0.94 0.192
H 1.26 -0.25 -1.14 0.198
H -0.34 1.49 1.88 0.247
H -0.28 -1.86 -0.96 0.226
H -0.80 -2.12 0.70 0.239
H -1.98 -2.05 -0.37 0.257
H 2.00 1.77 0.80 0.428
```


Structures ranked by computed energy, the most stable listed first: one, two.